# 1
This record from the Open Molecules 2025 dataset describes a molecular structure, C25H50BNbO7PPb. The level of theory is the ωB97M-V functional and the def2-TZVPD basis.

Charge: +1
Multiplicity: 1
Strongest force on any atom (eV Å⁻¹): 5.46
HOMO-LUMO gap (eV): 2.41
Highest occupied orbital energy (eV): -9.72
Calculated total energy (eV): -57807.41845

Atoms and positions in Å:
C -1.203 5.030 0.302
C 0.157 4.613 1.104
C 1.199 3.812 0.150
O 0.424 2.989 -0.713
C 0.611 1.576 -0.420
Nb -1.380 0.381 -0.549
C -2.119 1.109 1.446
C -1.460 0.507 2.769
C 0.064 1.030 3.040
C 1.185 -0.096 2.880
C 2.537 0.166 3.699
C 3.514 -1.097 3.354
C 4.677 -0.723 2.315
C 4.181 0.026 0.985
C 5.257 -0.085 -0.243
C 4.562 -0.905 -1.467
O 5.576 -1.774 -2.069
C 5.111 -2.306 -3.332
C -0.435 -1.524 0.228
C -0.953 -2.892 -0.480
C -2.410 -3.347 -0.022
C -3.284 -2.676 1.059
C -4.697 -3.243 1.467
C -5.262 -4.490 0.743
C -4.397 -5.174 -0.368
C -2.991 -4.621 -0.746
B -2.507 2.146 -1.523
O -2.005 3.002 -2.562
O -3.875 2.408 -1.066
C -4.806 1.466 -1.663
C -4.567 1.164 -3.221
P -0.649 -0.325 -2.906
O -0.263 0.859 -3.833
O 0.832 -1.232 -2.706
O -1.768 -1.400 -3.676
H -1.559 6.086 0.613
H -1.057 5.071 -0.828
H -2.074 4.331 0.578
H 0.614 5.607 1.459
H -0.140 4.027 2.039
H 2.030 3.255 0.737
H 1.684 4.634 -0.530
H 1.194 1.352 0.538
H 1.267 1.157 -1.290
H -2.949 -0.568 -0.722
H -2.012 2.260 1.487
H -3.263 0.918 1.508
H -2.057 0.957 3.658
H -1.574 -0.628 2.912
H 0.125 1.393 4.139
H 0.215 1.961 2.396
H 1.485 -0.280 1.790
H 0.725 -1.084 3.273
H 3.092 1.112 3.363
H 2.315 0.151 4.828
H 2.858 -1.898 2.834
H 3.919 -1.609 4.297
H 5.136 -1.729 1.967
H 5.530 -0.181 2.863
H 3.196 -0.370 0.554
H 4.094 1.152 1.248
H 5.368 0.993 -0.645
H 6.248 -0.548 0.073
H 4.090 -0.206 -2.250
H 3.727 -1.603 -1.110
H 4.433 -1.602 -3.922
H 6.050 -2.491 -3.979
H 4.590 -3.325 -3.229
H 0.697 -1.464 -0.029
H -0.496 -1.707 1.349
H -0.228 -3.716 -0.102
H -0.855 -2.894 -1.614
H -2.902 -1.748 1.594
H -5.310 -2.746 2.287
H -6.293 -4.883 1.017
H -4.840 -6.083 -0.907
H -2.428 -5.174 -1.570
H -2.196 2.571 -3.426
H -5.856 1.944 -1.584
H -4.864 0.459 -1.111
H -3.828 0.296 -3.420
H -4.325 2.096 -3.851
H -5.579 0.780 -3.632
H 0.687 -2.149 -3.050
H -1.215 -1.841 -4.370
Pb 3.674 3.589 -0.209

Atom charges from the Mulliken analysis, given in e for atoms 1 to 2: -0.84, -0.22

# 2
This record from the Open Molecules 2025 dataset describes a molecular structure, C25H50BrIN13O12P. The level of theory is the ωB97M-V functional and the def2-TZVPD basis.

Multiplicity: 1
Strongest force on any atom (eV Å⁻¹): 4.59
HOMO-LUMO gap (eV): 8.90
Highest occupied orbital energy (eV): -9.38
Calculated total energy (eV): -158117.18461

Atoms and positions in Å:
C 1.826 2.008 -3.510
C 0.471 2.658 -3.141
C -0.224 1.960 -1.927
C -1.780 1.871 -2.094
C 0.394 0.629 -1.532
C 1.296 0.497 -0.480
I 1.892 2.204 0.624
C 1.818 -0.745 -0.110
Br 2.958 -0.870 1.412
C 1.502 -1.906 -0.802
O 1.972 -3.153 -0.545
C 3.401 -3.321 -0.711
C 4.002 -2.781 -2.012
C 3.368 -3.504 -3.249
C 5.504 -3.145 -2.007
C 6.426 -2.252 -1.128
C 6.578 -2.759 0.334
C 6.090 -0.756 -1.142
C 0.604 -1.783 -1.821
C 0.056 -0.542 -2.179
C -0.922 -0.815 -3.336
O -1.345 -0.090 -4.177
N -1.237 -2.221 -3.139
P -2.556 -2.481 -2.086
O -3.799 -1.998 -2.654
O -2.677 -4.061 -1.775
O -2.308 -1.759 -0.653
C 0.000 -2.860 -2.727
O 0.355 -3.951 -3.039
H 1.692 1.038 -3.999
H 2.488 1.920 -2.642
H 2.327 2.692 -4.209
H 0.699 3.692 -2.855
H -0.192 2.672 -4.010
H -0.087 2.627 -1.070
H -2.074 0.881 -1.725
H -2.280 2.670 -1.527
H -2.067 1.944 -3.143
H 3.946 -2.963 0.166
H 3.565 -4.406 -0.716
H 3.845 -1.712 -2.184
H 3.018 -4.502 -2.974
H 2.604 -2.899 -3.738
H 4.163 -3.645 -3.992
H 5.939 -3.182 -3.011
H 5.590 -4.164 -1.597
H 7.436 -2.341 -1.557
H 7.537 -2.414 0.726
H 5.801 -2.306 0.963
H 6.513 -3.850 0.403
H 5.040 -0.553 -0.892
H 6.276 -0.338 -2.142
H 6.696 -0.175 -0.436
H -2.560 -4.225 -0.826
H -2.355 -2.381 0.090
C -3.376 5.423 -0.834
O -2.364 4.983 -1.350
N -3.481 5.632 0.517
N -4.489 5.745 -1.552
H -4.309 5.991 0.963
H -2.680 5.402 1.077
H -4.449 5.605 -2.544
H -5.329 6.109 -1.143
C -4.461 8.773 2.543
O -5.497 8.163 2.324
N -4.443 10.020 3.100
N -3.239 8.246 2.244
H -3.604 10.534 3.286
H -5.328 10.431 3.329
H -3.244 7.330 1.834
H -2.367 8.713 2.406
C -0.064 -3.909 3.123
O -0.636 -4.724 3.828
N 0.764 -2.932 3.604
N -0.167 -3.868 1.758
H 1.171 -2.290 2.964
H 0.936 -2.873 4.589
H -0.752 -4.547 1.304
H 0.323 -3.197 1.196
C 6.517 -0.436 3.775
O 7.345 -0.835 2.978
N 5.186 -0.335 3.467
N 6.846 -0.054 5.047
H 4.490 -0.007 4.110
H 4.902 -0.608 2.538
H 7.813 -0.114 5.307
H 6.181 0.277 5.719
C -3.946 -3.309 0.928
O -2.965 -3.790 0.366
N -5.079 -2.963 0.264
N -3.974 -3.085 2.269
H -5.886 -2.568 0.715
H -5.099 -3.116 -0.728
H -3.153 -3.333 2.796
H -4.767 -2.697 2.748
C -7.555 -0.498 2.072
O -7.523 -1.690 2.346
N -8.365 0.004 1.097
N -6.783 0.424 2.717
H -8.409 0.976 0.855
H -8.947 -0.647 0.604
H -6.175 0.088 3.441
H -6.794 1.404 2.507

Atom charges from the Mulliken analysis, given in e for atoms 1 to 2: -1.16, -0.73

# 3
This record from the Open Molecules 2025 dataset describes a molecular structure, C25H50Cl2O6. The level of theory is the ωB97M-V functional and the def2-TZVPD basis.

Multiplicity: 1
Strongest force on any atom (eV Å⁻¹): 11.01
HOMO-LUMO gap (eV): 8.79
Highest occupied orbital energy (eV): -8.36
Calculated total energy (eV): -64045.84280

Atoms and positions in Å:
C -2.858 0.513 -1.238
C -2.950 1.830 -2.040
C -3.882 1.338 -3.202
O -3.498 0.067 -3.469
C -2.753 -0.477 -2.381
H -3.790 0.422 -0.679
H -1.987 0.483 -0.583
H -2.040 2.170 -2.534
H -3.353 2.629 -1.419
H -3.847 2.052 -4.025
H -4.952 1.273 -3.004
H -1.700 -0.480 -2.662
H -3.093 -1.443 -2.008
C 2.411 -3.009 3.920
C 3.072 -1.714 3.527
C 1.854 -0.753 3.322
O 0.750 -1.603 3.109
C 0.948 -2.684 3.927
H 2.634 -3.236 4.962
H 2.525 -3.821 3.202
H 3.678 -1.937 2.649
H 3.722 -1.389 4.340
H 1.898 -0.146 2.418
H 1.691 -0.041 4.131
H 0.218 -3.486 3.815
H 0.651 -2.384 4.932
C -0.513 -2.564 0.068
C -1.851 -2.978 -0.626
C -2.009 -4.434 -0.136
O -0.974 -4.696 0.803
C -0.344 -3.480 1.278
H -0.531 -1.522 0.387
H 0.354 -2.659 -0.586
H -1.682 -3.063 -1.700
H -2.641 -2.276 -0.360
H -1.926 -4.964 -1.085
H -2.971 -4.473 0.376
H 0.674 -3.768 1.543
H -0.861 -3.089 2.155
C -1.283 4.610 -0.629
C -0.665 4.271 0.755
C -1.937 3.633 1.428
O -2.627 2.996 0.393
C -2.257 3.372 -0.909
H -0.571 4.774 -1.438
H -1.955 5.460 -0.517
H -0.292 5.139 1.300
H 0.087 3.483 0.748
H -2.489 4.485 1.826
H -1.611 2.930 2.193
H -3.141 3.601 -1.505
H -1.684 2.586 -1.401
C -0.134 -0.662 -4.052
C -0.717 -1.732 -4.868
C -0.518 -2.973 -3.986
O 0.360 -2.567 -2.962
C 0.019 -1.149 -2.665
H -0.695 0.273 -4.058
H 0.896 -0.555 -4.393
H -0.146 -1.794 -5.795
H -1.768 -1.514 -5.060
H -0.030 -3.836 -4.439
H -1.388 -3.314 -3.425
H 0.860 -0.585 -2.261
H -0.719 -0.876 -1.911
C 3.598 1.305 1.314
C 3.825 2.839 0.986
C 4.932 3.122 2.097
O 4.463 2.394 3.177
C 3.473 1.402 2.828
H 4.377 0.639 0.943
H 2.758 0.927 0.732
H 2.911 3.427 1.063
H 4.167 2.984 -0.039
H 4.917 4.135 2.500
H 5.949 2.749 1.976
H 2.474 1.675 3.167
H 3.696 0.430 3.268
C 0.667 0.183 0.576
Cl 0.842 1.939 0.978
Cl -0.556 0.074 -0.754
H 1.612 -0.228 0.222
H 0.230 -0.259 1.472

Atom charges from the Mulliken analysis, given in e for atoms 1 to 2: -0.47, -0.39

# 4
This record from the Open Molecules 2025 dataset describes a molecular structure, C25H50N8O2PS2Zr. The level of theory is the ωB97M-V functional and the def2-TZVPD basis.

Charge: +3
Multiplicity: 1
Strongest force on any atom (eV Å⁻¹): 0.84
HOMO-LUMO gap (eV): 7.72
Highest occupied orbital energy (eV): -17.73
Calculated total energy (eV): -74971.30438

Atoms and positions in Å:
Zr 0.332 -0.362 -0.617
C 1.103 -0.350 2.419
C 2.386 -0.920 1.853
N 2.195 -1.375 0.439
C 3.456 -1.311 -0.349
C 3.882 0.130 -0.640
S 2.503 1.312 -0.815
C 2.477 2.165 0.798
C 1.171 2.014 1.568
N 0.525 0.666 1.486
H 1.274 0.089 3.403
H 0.360 -1.138 2.534
H 2.738 -1.749 2.469
H 3.179 -0.178 1.855
H 1.929 -2.359 0.468
H 3.283 -1.850 -1.276
H 4.258 -1.822 0.187
H 4.441 0.164 -1.574
H 4.533 0.543 0.128
H 2.649 3.223 0.607
H 3.339 1.808 1.355
H 0.438 2.725 1.197
H 1.350 2.265 2.616
H -0.440 0.820 1.782
N -3.000 3.886 -0.046
N -2.072 3.127 -0.692
N -1.575 3.495 -1.856
C -0.660 2.563 -2.064
N -0.622 1.687 -1.053
N -1.544 2.078 -0.162
H -3.418 4.525 -0.713
H -3.648 3.296 0.459
H -0.033 2.534 -2.941
O 1.340 -1.035 -2.352
S 0.050 -1.095 -3.237
N -1.081 -0.669 -2.381
O -0.664 -1.806 0.294
P -1.440 -3.186 0.606
C -2.909 -3.323 -0.414
C -2.674 -3.853 -1.841
C -4.021 -4.236 -2.484
C -5.176 -3.356 -1.993
C -4.668 -1.961 -1.659
C -3.740 -2.008 -0.434
C -1.848 -3.119 2.354
C -2.552 -1.811 2.765
C -2.600 -1.728 4.290
C -3.210 -3.003 4.921
C -3.729 -3.974 3.865
C -2.631 -4.370 2.876
C -0.212 -4.467 0.353
C -0.765 -5.904 0.569
C 0.196 -6.946 -0.034
C 1.643 -6.476 0.068
C 1.872 -5.224 -0.800
C 0.581 -4.404 -0.962
H -3.487 -4.083 0.127
H -2.018 -4.720 -1.837
H -2.179 -3.079 -2.433
H -4.234 -5.287 -2.282
H -3.920 -4.147 -3.566
H -5.638 -3.790 -1.100
H -5.962 -3.318 -2.745
H -5.492 -1.279 -1.451
H -4.131 -1.548 -2.518
H -4.339 -1.951 0.475
H -3.084 -1.134 -0.439
H -0.858 -3.119 2.832
H -3.563 -1.794 2.358
H -2.043 -0.936 2.350
H -3.164 -0.843 4.582
H -1.581 -1.580 4.662
H -4.018 -2.735 5.598
H -2.460 -3.509 5.533
H -4.580 -3.542 3.331
H -4.106 -4.879 4.340
H -3.064 -4.956 2.063
H -1.921 -5.031 3.374
H 0.494 -4.251 1.171
H -1.751 -6.004 0.111
H -0.894 -6.087 1.635
H -0.060 -7.138 -1.079
H 0.061 -7.893 0.486
H 2.327 -7.267 -0.238
H 1.880 -6.267 1.115
H 2.232 -5.508 -1.790
H 2.660 -4.604 -0.355
H -0.022 -4.814 -1.771
H 0.828 -3.381 -1.260

Atom charges from the Mulliken analysis, given in e for atoms 1 to 2: 0.18, 0.37

# 5
This record from the Open Molecules 2025 dataset describes a molecular structure, C25H51AsBrN3OPPdSi3. The level of theory is the ωB97M-V functional and the def2-TZVPD basis.

Charge: +1
Multiplicity: 3
Strongest force on any atom (eV Å⁻¹): 0.47
HOMO-LUMO gap (spin up / spin down) (eV): 8.29 / 6.45
Highest occupied orbital energy (spin up / spin down) (eV): -10.11 / -10.53
Calculated total energy (eV): -200552.70810

Atoms and positions in Å:
Pd -0.632 0.495 0.032
Br -1.197 1.408 2.579
C -2.793 2.260 1.978
C -3.578 2.875 2.906
C -4.743 3.546 2.483
C -5.066 3.589 1.159
C -4.251 2.955 0.190
C -4.573 3.021 -1.187
C -3.783 2.417 -2.121
C -2.640 1.694 -1.713
C -2.291 1.594 -0.389
C -3.086 2.250 0.594
H -3.309 2.855 3.953
H -5.369 4.031 3.219
H -5.955 4.110 0.826
H -5.459 3.567 -1.485
H -4.031 2.484 -3.172
H -2.036 1.205 -2.471
C 0.816 3.872 -0.175
N 1.911 3.121 0.432
C 2.688 3.915 1.371
P 2.482 1.754 -0.300
O 1.321 0.969 -0.838
N 3.350 0.997 0.872
C 4.782 0.747 0.820
C 2.737 0.768 2.173
N 3.531 2.032 -1.534
C 3.295 1.565 -2.894
C 4.496 3.118 -1.433
H 0.164 4.258 0.612
H 0.222 3.226 -0.818
H 1.190 4.718 -0.760
H 2.052 4.230 2.201
H 3.092 4.814 0.895
H 3.519 3.338 1.774
H 5.132 0.760 -0.209
H 4.991 -0.238 1.242
H 5.344 1.490 1.397
H 1.659 0.650 2.065
H 2.928 1.582 2.880
H 3.138 -0.154 2.595
H 2.570 0.758 -2.893
H 4.234 1.206 -3.321
H 2.919 2.376 -3.526
H 4.694 3.368 -0.391
H 4.140 4.018 -1.945
H 5.443 2.817 -1.885
C -2.950 -4.495 0.249
Si -2.830 -2.631 0.262
C -3.378 -1.893 1.886
C -3.776 -1.915 -1.176
As -0.563 -1.963 -0.003
Si 0.856 -2.971 1.604
C 0.460 -2.207 3.263
C 2.626 -2.619 1.107
C 0.539 -4.813 1.616
Si 0.179 -2.411 -2.215
C 2.036 -2.220 -2.244
C -0.368 -4.124 -2.726
C -0.598 -1.094 -3.284
H -4.005 -4.769 0.335
H -2.421 -4.965 1.076
H -2.575 -4.920 -0.684
H -4.447 -2.071 2.032
H -3.213 -0.814 1.904
H -2.850 -2.332 2.734
H -4.844 -2.075 -1.003
H -3.520 -2.407 -2.116
H -3.613 -0.842 -1.283
H 0.368 -1.122 3.209
H 1.252 -2.444 3.978
H -0.476 -2.598 3.663
H 2.765 -1.625 0.676
H 2.972 -3.353 0.379
H 3.267 -2.709 1.988
H -0.402 -5.064 2.102
H 1.339 -5.299 2.183
H 0.539 -5.245 0.615
H 2.562 -3.041 -1.759
H 2.330 -1.281 -1.773
H 2.357 -2.194 -3.290
H -0.096 -4.884 -1.993
H 0.106 -4.395 -3.673
H -1.449 -4.168 -2.875
H -0.231 -0.105 -2.996
H -1.687 -1.090 -3.232
H -0.310 -1.267 -4.324

Atom charges from the Mulliken analysis, given in e for atoms 1 to 2: 0.52, -0.24

Among the records above, which one has the highest multiplicity? C25H51AsBrN3OPPdSi3

Copy entry 4 word for word.
This record from the Open Molecules 2025 dataset describes a molecular structure, C25H50N8O2PS2Zr. The level of theory is the ωB97M-V functional and the def2-TZVPD basis.

Charge: +3
Multiplicity: 1
Strongest force on any atom (eV Å⁻¹): 0.84
HOMO-LUMO gap (eV): 7.72
Highest occupied orbital energy (eV): -17.73
Calculated total energy (eV): -74971.30438

Atoms and positions in Å:
Zr 0.332 -0.362 -0.617
C 1.103 -0.350 2.419
C 2.386 -0.920 1.853
N 2.195 -1.375 0.439
C 3.456 -1.311 -0.349
C 3.882 0.130 -0.640
S 2.503 1.312 -0.815
C 2.477 2.165 0.798
C 1.171 2.014 1.568
N 0.525 0.666 1.486
H 1.274 0.089 3.403
H 0.360 -1.138 2.534
H 2.738 -1.749 2.469
H 3.179 -0.178 1.855
H 1.929 -2.359 0.468
H 3.283 -1.850 -1.276
H 4.258 -1.822 0.187
H 4.441 0.164 -1.574
H 4.533 0.543 0.128
H 2.649 3.223 0.607
H 3.339 1.808 1.355
H 0.438 2.725 1.197
H 1.350 2.265 2.616
H -0.440 0.820 1.782
N -3.000 3.886 -0.046
N -2.072 3.127 -0.692
N -1.575 3.495 -1.856
C -0.660 2.563 -2.064
N -0.622 1.687 -1.053
N -1.544 2.078 -0.162
H -3.418 4.525 -0.713
H -3.648 3.296 0.459
H -0.033 2.534 -2.941
O 1.340 -1.035 -2.352
S 0.050 -1.095 -3.237
N -1.081 -0.669 -2.381
O -0.664 -1.806 0.294
P -1.440 -3.186 0.606
C -2.909 -3.323 -0.414
C -2.674 -3.853 -1.841
C -4.021 -4.236 -2.484
C -5.176 -3.356 -1.993
C -4.668 -1.961 -1.659
C -3.740 -2.008 -0.434
C -1.848 -3.119 2.354
C -2.552 -1.811 2.765
C -2.600 -1.728 4.290
C -3.210 -3.003 4.921
C -3.729 -3.974 3.865
C -2.631 -4.370 2.876
C -0.212 -4.467 0.353
C -0.765 -5.904 0.569
C 0.196 -6.946 -0.034
C 1.643 -6.476 0.068
C 1.872 -5.224 -0.800
C 0.581 -4.404 -0.962
H -3.487 -4.083 0.127
H -2.018 -4.720 -1.837
H -2.179 -3.079 -2.433
H -4.234 -5.287 -2.282
H -3.920 -4.147 -3.566
H -5.638 -3.790 -1.100
H -5.962 -3.318 -2.745
H -5.492 -1.279 -1.451
H -4.131 -1.548 -2.518
H -4.339 -1.951 0.475
H -3.084 -1.134 -0.439
H -0.858 -3.119 2.832
H -3.563 -1.794 2.358
H -2.043 -0.936 2.350
H -3.164 -0.843 4.582
H -1.581 -1.580 4.662
H -4.018 -2.735 5.598
H -2.460 -3.509 5.533
H -4.580 -3.542 3.331
H -4.106 -4.879 4.340
H -3.064 -4.956 2.063
H -1.921 -5.031 3.374
H 0.494 -4.251 1.171
H -1.751 -6.004 0.111
H -0.894 -6.087 1.635
H -0.060 -7.138 -1.079
H 0.061 -7.893 0.486
H 2.327 -7.267 -0.238
H 1.880 -6.267 1.115
H 2.232 -5.508 -1.790
H 2.660 -4.604 -0.355
H -0.022 -4.814 -1.771
H 0.828 -3.381 -1.260

Atom charges from the Mulliken analysis, given in e for atoms 1 to 2: 0.18, 0.37

Which formula does entry 1 have? C25H50BNbO7PPb